Entry 1:
113
Properties=species:S:1:pos:R:3 method="wB97M-V/def2-TZVPD" fmax_ev_per_a=5.39 lumo_energy_ev=0.16 homo_energy_ev=-8.71 smiles="CCOCCOC(=O)OB(O)OCC.CCOC(C)=O.CCOC(C)=O.CCOC(C)=O.CCOC(C)=O.CCOC(C)=O.CCOC(C)=O"
C 2.831 2.381 -2.195
C 1.471 2.775 -2.969
O 0.608 3.591 -2.150
C 1.005 4.996 -2.189
C -0.212 5.841 -1.529
O -1.168 6.346 -2.506
C -1.974 5.320 -3.053
O -1.538 4.567 -3.968
O -3.336 5.100 -2.661
B -3.450 4.077 -1.657
O -2.368 3.452 -0.960
O -4.802 3.675 -1.280
C -5.214 2.486 -1.998
C -5.162 2.620 -3.599
H 3.197 1.387 -2.654
H 3.633 3.174 -2.400
H 2.667 2.175 -1.082
H 0.914 1.789 -3.189
H 1.716 3.241 -3.996
H 1.917 5.088 -1.480
H 1.283 5.365 -3.237
H 0.296 6.773 -1.074
H -0.673 5.278 -0.650
H -2.628 2.586 -0.579
H -4.677 1.521 -1.660
H -6.326 2.318 -1.726
H -4.115 2.466 -4.042
H -5.524 3.657 -3.908
H -5.832 1.818 -4.095
C -2.523 -0.875 -2.710
C -1.502 -1.663 -3.504
O -0.169 -1.214 -3.215
C 0.566 -1.645 -2.174
C -0.106 -2.430 -1.081
O 1.734 -1.337 -2.086
H -2.388 -1.011 -1.634
H -3.536 -1.185 -2.973
H -2.416 0.195 -2.910
H -1.594 -2.739 -3.357
H -1.663 -1.484 -4.570
H -0.402 -1.749 -0.281
H 0.608 -3.157 -0.691
H -0.972 -2.999 -1.416
C 3.001 5.646 4.168
C 3.294 6.812 3.245
O 3.237 6.406 1.869
C 2.109 6.342 1.142
C 0.783 6.427 1.844
O 2.168 6.143 -0.055
H 1.993 5.254 4.014
H 3.099 5.949 5.213
H 3.693 4.824 3.972
H 2.641 7.670 3.428
H 4.315 7.159 3.420
H 0.422 5.418 2.049
H 0.076 6.936 1.186
H 0.809 7.002 2.767
C 3.066 -2.528 4.271
C 2.446 -2.724 2.903
O 1.056 -3.074 3.013
C 0.061 -2.183 3.144
C 0.399 -0.756 3.474
O -1.094 -2.545 3.070
H 2.595 -1.706 4.813
H 4.133 -2.316 4.181
H 2.935 -3.425 4.881
H 2.582 -1.858 2.251
H 2.935 -3.564 2.405
H 0.343 -0.616 4.555
H -0.333 -0.107 2.988
H 1.376 -0.440 3.114
C -1.482 -7.884 -2.591
C -2.877 -7.570 -3.093
O -3.319 -6.289 -2.617
C -3.033 -5.118 -3.210
C -1.970 -5.077 -4.273
O -3.576 -4.099 -2.835
H -0.750 -7.161 -2.958
H -1.174 -8.881 -2.912
H -1.452 -7.839 -1.500
H -2.959 -7.634 -4.181
H -3.577 -8.305 -2.689
H -1.018 -4.803 -3.816
H -2.250 -4.320 -5.008
H -1.859 -6.009 -4.823
C -5.370 -3.654 -0.447
C -6.359 -3.616 0.700
O -6.209 -4.768 1.542
C -5.311 -4.857 2.540
C -4.215 -3.831 2.621
O -5.346 -5.792 3.309
H -4.340 -3.632 -0.086
H -5.521 -2.803 -1.116
H -5.484 -4.576 -1.020
H -6.296 -2.693 1.282
H -7.376 -3.658 0.300
H -3.329 -4.211 2.111
H -3.980 -3.660 3.673
H -4.488 -2.862 2.208
C 8.797 -0.340 3.811
C 8.169 -0.536 2.446
O 6.781 -0.884 2.563
C 5.783 0.006 2.699
C 6.117 1.434 3.025
O 4.631 -0.361 2.631
H 8.329 0.483 4.355
H 9.864 -0.128 3.716
H 8.668 -1.237 4.421
H 8.303 0.329 1.791
H 8.654 -1.377 1.946
H 6.067 1.575 4.107
H 5.381 2.079 2.542
H 7.091 1.754 2.660

=====

Entry 2:
124
Properties=species:S:1:pos:R:3 method="wB97M-V/def2-TZVPD" fmax_ev_per_a=5.58 lumo_energy_ev=-3.13 homo_energy_ev=-11.09 charge=+1
C 1.764 -2.371 -2.044
C 0.985 -1.073 -1.626
I 2.421 0.598 -1.657
C -0.178 -0.654 -2.628
I 0.264 -1.482 -4.622
C -1.620 -1.197 -2.278
C -1.666 -2.444 -1.298
C -2.879 -3.461 -1.425
C -3.695 -3.358 -2.748
F -2.951 -3.606 -3.885
C -1.975 -1.739 0.122
C -3.117 -0.701 -0.259
N -2.643 -0.293 -1.650
P -2.443 1.481 -1.629
N -2.039 2.134 -3.004
O -3.893 2.177 -1.123
O -1.261 1.866 -0.511
H 2.541 -2.146 -2.808
H 1.101 -3.215 -2.336
H 2.314 -2.716 -1.128
H 0.660 -1.167 -0.568
H -0.105 0.444 -2.762
H -2.051 -1.372 -3.296
H -0.782 -3.106 -1.244
H -2.473 -4.492 -1.331
H -3.618 -3.339 -0.593
H -4.259 -2.385 -2.795
H -4.491 -4.142 -2.708
H -1.160 -1.127 0.573
H -2.285 -2.437 0.932
H -4.112 -1.165 -0.462
H -3.187 0.142 0.472
H -3.481 -0.486 -2.212
H -1.962 1.385 -3.701
H -4.595 1.736 -1.628
H -1.228 1.206 0.204
Br -2.255 4.863 -1.072
C -3.646 5.204 0.246
C -3.232 6.275 1.219
Br -1.968 5.582 2.531
H -3.864 4.255 0.727
H -4.513 5.522 -0.332
H -4.087 6.619 1.800
H -2.758 7.128 0.740
Br 1.355 -3.196 2.155
C 2.510 -1.695 2.619
C 3.607 -1.526 1.607
Br 5.009 -2.853 1.859
H 2.879 -1.875 3.626
H 1.854 -0.824 2.626
H 4.102 -0.563 1.734
H 3.262 -1.617 0.581
Br -7.327 0.821 1.250
C -6.528 2.072 2.514
C -5.039 2.161 2.324
Br -4.135 0.608 3.082
H -6.815 1.744 3.511
H -7.000 3.031 2.302
H -4.632 3.017 2.862
H -4.744 2.221 1.279
Br 5.023 3.640 -2.176
C 3.641 3.981 -0.843
C 4.048 5.088 0.094
Br 5.348 4.461 1.403
H 3.452 3.040 -0.334
H 2.758 4.266 -1.415
H 3.194 5.427 0.679
H 4.494 5.938 -0.415
Br -2.238 -2.639 4.345
C -1.461 -1.356 5.593
C 0.026 -1.251 5.412
Br 0.946 -2.774 6.199
H -1.752 -1.672 6.592
H -1.944 -0.407 5.361
H 0.417 -0.379 5.938
H 0.325 -1.204 4.368
Br -7.687 3.461 5.867
C -9.385 2.545 5.583
C -9.540 1.380 6.524
Br -8.466 -0.139 5.943
H -9.419 2.257 4.536
H -10.149 3.298 5.774
H -10.568 1.021 6.522
H -9.242 1.609 7.543
Br 6.520 -0.578 -1.752
C 7.675 0.925 -1.295
C 8.776 1.101 -2.305
Br 10.186 -0.221 -2.056
H 8.042 0.747 -0.288
H 7.018 1.794 -1.290
H 9.263 2.066 -2.171
H 8.435 1.011 -3.334
Br 13.015 5.668 -0.019
C 12.690 3.768 0.262
C 11.648 3.242 -0.691
Br 9.853 3.766 -0.139
H 12.414 3.645 1.307
H 13.650 3.286 0.083
H 11.640 2.152 -0.686
H 11.782 3.595 -1.710
Br -0.124 2.401 4.287
C -1.516 2.738 5.611
C -1.104 3.821 6.573
Br 0.170 3.151 7.885
H -1.726 1.789 6.099
H -2.387 3.046 5.034
H -1.960 4.161 7.154
H -0.640 4.674 6.084
Br 3.583 -3.388 -5.169
C 3.235 -5.281 -4.861
C 2.171 -5.800 -5.792
Br 0.390 -5.246 -5.223
H 2.974 -5.388 -3.810
H 4.186 -5.778 -5.048
H 2.147 -6.889 -5.777
H 2.296 -5.459 -6.817
Br -2.972 -6.622 -5.843
C -3.133 -7.966 -7.245
C -1.903 -7.997 -8.115
Br -1.878 -6.502 -9.363
H -4.043 -7.741 -7.796
H -3.255 -8.912 -6.720
H -1.899 -8.889 -8.739
H -0.978 -7.951 -7.547

=====

Entry 3:
120
Properties=species:S:1:pos:R:3 method="wB97M-V/def2-TZVPD" fmax_ev_per_a=5.08 e_above_lowest_kcal_mol=11.0 lumo_energy_ev=0.40 homo_energy_ev=-10.12 smiles="CCOP(=O)(OCC)OCC.CCOP(=O)(OCC)OCC.CCOP(=O)(OCC)OCC.O=C1OCCO1.O=C1OCCO1.O=C1OCCO1.CC#N.CC#N"
C -6.367 -2.983 -11.114
C -4.998 -2.348 -11.217
O -4.075 -3.179 -11.851
P -3.098 -2.565 -13.043
O -1.802 -3.302 -13.138
O -3.852 -2.497 -14.498
C -5.160 -1.929 -14.585
C -5.375 -1.790 -16.086
O -2.841 -1.017 -12.639
C -1.973 -0.129 -13.292
C -2.738 1.088 -13.701
H -6.788 -3.224 -12.091
H -6.484 -3.898 -10.533
H -7.012 -2.323 -10.535
H -5.271 -1.483 -11.821
H -4.686 -2.111 -10.199
H -5.942 -2.632 -14.299
H -5.346 -0.966 -14.109
H -6.418 -1.921 -16.373
H -5.075 -0.793 -16.408
H -4.925 -2.554 -16.720
H -1.153 0.178 -12.643
H -1.538 -0.532 -14.207
H -3.542 0.865 -14.402
H -3.264 1.622 -12.909
H -2.081 1.869 -14.085
C -12.209 15.998 -20.954
C -11.324 15.384 -19.838
O -11.080 14.068 -20.358
P -10.138 13.101 -19.488
O -10.574 12.928 -18.123
O -10.051 11.784 -20.397
C -9.788 11.865 -21.832
C -8.574 11.028 -22.145
O -8.630 13.737 -19.676
C -7.578 13.310 -18.922
C -6.664 14.548 -18.543
H -11.589 16.166 -21.835
H -13.096 15.373 -21.050
H -12.579 16.986 -20.682
H -10.384 15.923 -19.715
H -11.742 15.224 -18.844
H -10.643 11.490 -22.394
H -9.605 12.894 -22.141
H -7.815 11.144 -21.372
H -8.874 9.988 -22.273
H -8.134 11.384 -23.077
H -8.021 12.814 -18.059
H -7.035 12.537 -19.466
H -6.124 14.414 -17.606
H -5.898 14.741 -19.294
H -7.256 15.458 -18.447
C -15.912 -9.882 -16.966
C -14.564 -9.423 -16.381
O -14.675 -8.086 -15.854
P -13.453 -7.038 -16.097
O -12.126 -7.491 -15.535
O -14.009 -5.657 -15.324
C -14.353 -5.715 -13.932
C -14.235 -4.305 -13.468
O -13.466 -6.728 -17.671
C -14.266 -5.731 -18.258
C -14.064 -5.751 -19.738
H -15.991 -10.956 -16.792
H -16.812 -9.379 -16.612
H -15.887 -9.843 -18.055
H -14.358 -10.155 -15.601
H -13.699 -9.550 -17.033
H -15.392 -6.026 -13.825
H -13.738 -6.326 -13.272
H -15.149 -3.745 -13.664
H -14.047 -4.334 -12.395
H -13.412 -3.810 -13.984
H -15.316 -5.946 -18.058
H -14.081 -4.740 -17.843
H -14.181 -4.728 -20.096
H -13.002 -5.910 -19.924
H -14.677 -6.404 -20.359
O -14.850 -0.005 -28.363
C -15.767 0.231 -29.103
O -17.023 -0.082 -28.852
C -17.850 0.245 -29.978
C -16.943 1.329 -30.613
O -15.633 0.993 -30.128
H -18.069 -0.542 -30.699
H -18.792 0.761 -29.792
H -17.330 2.337 -30.469
H -16.872 1.147 -31.686
O -5.137 -0.573 -28.537
C -4.604 -1.654 -28.738
O -3.699 -1.856 -29.610
C -3.725 -3.264 -29.946
C -4.170 -3.854 -28.622
O -4.955 -2.803 -28.181
H -4.501 -3.429 -30.693
H -2.716 -3.575 -30.216
H -3.385 -4.033 -27.887
H -4.827 -4.722 -28.658
O -11.921 3.838 -11.554
C -12.633 4.651 -12.199
O -13.427 4.332 -13.253
C -13.947 5.502 -13.920
C -13.762 6.513 -12.754
O -12.897 5.897 -11.804
H -13.247 5.602 -14.750
H -14.971 5.359 -14.265
H -14.721 6.726 -12.283
H -13.436 7.468 -13.166
C -8.975 1.253 -23.298
C -9.681 2.058 -22.310
N -10.281 2.702 -21.557
H -7.887 1.310 -23.323
H -9.376 1.706 -24.205
H -9.287 0.213 -23.395
C -7.702 6.358 -17.047
C -6.910 7.046 -16.053
N -6.247 7.512 -15.243
H -8.726 6.697 -17.206
H -7.779 5.331 -16.692
H -7.120 6.260 -17.964

=====

Entry 4:
113
Properties=species:S:1:pos:R:3 method="wB97M-V/def2-TZVPD" fmax_ev_per_a=8.99 e_above_lowest_kcal_mol=0.0 lumo_energy_ev=-0.99 homo_energy_ev=-8.52
C -7.339 -0.645 -0.125
C -6.839 -0.525 -1.596
O -6.071 -1.652 -2.052
P -4.689 -1.877 -1.217
O -4.264 -0.575 -0.654
C -4.872 -3.178 0.059
C -5.007 -2.603 1.487
C -4.355 -3.432 2.604
C -3.961 -2.785 3.763
C -4.166 -1.286 3.949
C -2.854 -0.435 3.942
C -2.514 0.288 2.590
C -2.830 1.814 2.586
C -1.800 2.613 1.706
N -1.187 3.650 2.569
C -3.368 -3.619 4.835
C -2.943 -2.926 6.154
N -1.993 -3.706 6.946
C -0.839 -2.920 7.422
C -3.198 -4.958 4.741
C -3.597 -5.685 3.566
N -3.527 -6.981 3.348
S -4.141 -7.195 1.833
N -4.519 -5.665 1.493
C -4.178 -4.854 2.499
O -3.575 -2.332 -2.314
C -2.275 -2.430 -1.706
C -1.191 -1.662 -2.498
H -6.775 -0.008 0.570
H -7.383 -1.705 0.166
H -8.385 -0.283 -0.116
H -6.339 0.440 -1.776
H -7.751 -0.501 -2.219
H -4.038 -3.896 -0.018
H -5.768 -3.770 -0.209
H -6.055 -2.408 1.782
H -4.523 -1.614 1.500
H -4.901 -0.856 3.251
H -4.620 -1.153 4.952
H -1.962 -0.989 4.278
H -3.006 0.368 4.692
H -1.443 0.116 2.382
H -3.110 -0.175 1.785
H -3.840 1.938 2.155
H -2.812 2.280 3.584
H -0.993 1.961 1.316
H -2.308 3.058 0.837
H -0.646 4.314 2.022
H -0.584 3.188 3.242
H -2.569 -1.930 5.880
H -3.879 -2.771 6.735
H -2.465 -4.114 7.745
H 0.056 -3.225 6.854
H -0.645 -3.068 8.500
H -0.978 -1.828 7.297
H -2.778 -5.524 5.578
H -1.982 -3.497 -1.681
H -2.240 -2.079 -0.662
H -0.533 -2.386 -3.012
H -0.547 -1.077 -1.822
H -1.594 -1.001 -3.279
O 2.308 5.308 0.817
P 3.104 6.090 -0.183
O 4.643 5.628 0.196
C 4.961 4.242 0.263
C 5.457 3.722 -1.074
O 3.089 7.556 0.541
C 2.082 7.889 1.495
C 2.578 7.651 2.908
O 3.598 6.879 -1.558
C 3.583 6.225 -2.827
C 2.373 5.342 -3.045
H 4.105 3.660 0.612
H 5.755 4.134 1.005
H 4.645 3.694 -1.806
H 5.848 2.708 -0.973
H 6.246 4.363 -1.470
H 1.160 7.340 1.298
H 1.852 8.949 1.366
H 3.016 6.658 3.017
H 1.762 7.754 3.626
H 3.360 8.369 3.161
H 4.512 5.664 -2.958
H 3.590 7.012 -3.584
H 2.315 4.547 -2.291
H 2.417 4.872 -4.028
H 1.453 5.926 -2.978
O 3.390 -2.594 -3.433
P 4.190 -1.877 -4.483
O 5.707 -2.394 -4.066
C 6.008 -3.784 -3.990
C 6.511 -4.319 -5.318
O 4.222 -0.422 -3.715
C 3.200 -0.076 -2.784
C 3.648 -0.391 -1.368
O 4.842 -1.036 -5.770
C 4.909 -1.618 -7.071
C 3.682 -2.424 -7.441
H 5.142 -4.358 -3.651
H 6.790 -3.893 -3.237
H 5.704 -4.344 -6.056
H 6.891 -5.336 -5.207
H 7.307 -3.688 -5.715
H 2.260 -0.569 -3.035
H 3.020 0.999 -2.874
H 4.043 -1.404 -1.283
H 2.822 -0.279 -0.663
H 4.454 0.284 -1.073
H 5.818 -2.218 -7.155
H 5.018 -0.793 -7.777
H 3.521 -3.254 -6.742
H 3.789 -2.842 -8.443
H 2.788 -1.797 -7.419